{"formula": "C3H12N2OS", "method": "ωB97M-V/def2-TZVPD", "elements": ["N", "C", "C", "S", "C", "N", "H", "H", "H", "H", "H", "H", "H", "H", "H", "H", "H", "H", "O"], "xyz": [[-1.598, 0.130, -1.997], [-1.060, 0.767, -0.818], [-2.140, 0.651, 0.288], [-3.490, 1.871, -0.002], [0.183, 0.037, -0.291], [1.230, -0.094, -1.263], [-2.541, 0.429, -2.197], [-1.006, 0.055, -2.806], [-0.916, 1.852, -0.921], [-2.590, -0.338, 0.323], [-1.684, 0.845, 1.262], [-4.298, 1.277, 0.927], [-0.186, -0.958, -0.034], [0.416, 0.601, 0.626], [1.845, 0.692, -1.375], [1.845, -0.890, -1.085], [5.669, -1.660, 3.457], [4.690, -2.745, 2.874], [5.631, -2.523, 3.034]], "nbo_charge": [-0.870, -0.061, -0.495, -0.070, -0.216, -0.846, 0.373, 0.384, 0.159, 0.219, 0.207, 0.131, 0.197, 0.162, 0.360, 0.365, 0.472, 0.472, -0.944], "total_charge": 0, "smiles": "NC[C@@H](N)CS.O", "relative_energy_kj_mol": 50.0, "homo_lumo_gap_ev": 9.3603, "lumo_ha": 0.0196}


{"formula": "C3H12N2S", "method": "ωB97M-V/def2-TZVPD", "elements": ["C", "C", "S", "H", "H", "H", "H", "H", "H", "N", "C", "N", "H", "H", "H", "H", "H", "H"], "xyz": [[1.210, 0.689, 2.394], [0.160, -0.303, 2.898], [-0.392, -1.435, 1.557], [2.020, 0.170, 1.877], [0.779, 1.431, 1.728], [1.648, 1.157, 3.281], [-0.770, 0.200, 3.133], [0.551, -0.893, 3.719], [0.658, -1.476, 0.737], [-0.893, 0.189, -1.187], [-0.387, 0.439, -2.555], [-0.433, -0.702, -3.427], [-0.934, 1.116, -0.756], [-1.898, 0.002, -1.239], [0.657, 0.724, -2.439], [-0.919, 1.257, -3.046], [-1.335, -1.162, -3.395], [0.276, -1.404, -3.280]], "nbo_charge": [-0.611, -0.493, -0.066, 0.207, 0.210, 0.209, 0.216, 0.207, 0.122, -0.831, -0.053, -0.840, 0.343, 0.341, 0.174, 0.150, 0.352, 0.362], "total_charge": 0, "smiles": "CCS.NCN", "relative_energy_kj_mol": 36.7, "homo_lumo_gap_ev": 9.2949, "lumo_ha": 0.0346}


{"formula": "C3H12N3", "method": "ωB97M-V/def2-TZVPD", "elements": ["C", "C", "N", "N", "H", "H", "H", "H", "H", "H", "H", "C", "N", "H", "H", "H", "H", "H"], "xyz": [[-0.072, -0.314, 1.158], [-0.067, -1.604, 0.818], [0.697, -2.203, -0.126], [-0.921, 0.114, 2.311], [0.513, 0.490, 0.747], [-0.709, -2.278, 1.372], [0.333, -3.057, -0.513], [1.202, -1.607, -0.765], [-1.470, 0.949, 2.066], [-0.353, 0.292, 3.141], [-1.597, -0.621, 2.516], [0.766, 1.780, -1.664], [-0.492, 1.132, -2.045], [1.510, 1.111, -1.215], [0.583, 2.567, -0.941], [1.226, 2.194, -2.551], [-0.389, 0.640, -2.927], [-0.761, 0.416, -1.381]], "nbo_charge": [-0.240, 0.064, -0.754, -0.666, 0.237, 0.205, 0.413, 0.405, 0.448, 0.443, 0.441, -0.417, -0.828, 0.145, 0.187, 0.221, 0.363, 0.333], "total_charge": 1, "relative_energy_kj_mol": 210.6, "homo_lumo_gap_ev": 8.7902, "lumo_ha": -0.1345}


{"formula": "C3H12N3O", "method": "ωB97M-V/def2-TZVPD", "elements": ["C", "C", "N", "C", "N", "N", "H", "H", "H", "H", "H", "H", "H", "H", "H", "H", "H", "H", "O"], "xyz": [[-1.185, 0.576, 2.270], [-0.152, 1.046, 1.286], [0.130, 0.009, 0.243], [0.030, 0.321, -1.029], [0.080, -0.634, -2.008], [-0.203, 1.591, -1.557], [-2.256, 1.073, 2.198], [-0.722, 0.553, 3.322], [-1.303, -0.638, 2.269], [-0.466, 2.065, 0.921], [0.787, 1.291, 1.686], [0.499, -0.918, 0.416], [0.334, -1.625, -1.806], [-0.304, -0.562, -3.012], [0.542, 2.269, -1.183], [-1.139, 2.175, -1.592], [2.554, -2.632, -0.530], [1.264, -3.358, -1.247], [1.512, -2.600, -0.645]], "nbo_charge": [-0.665, -0.250, -0.523, 0.694, -0.764, -0.898, 0.254, 0.254, 0.231, 0.236, 0.218, 0.451, 0.428, 0.449, 0.411, 0.453, 0.519, 0.501, -0.999], "total_charge": 1, "relative_energy_kj_mol": 257.9, "homo_lumo_gap_ev": 11.2529, "lumo_ha": -0.1127}


{"formula": "C3H12N3O", "method": "ωB97M-V/def2-TZVPD", "elements": ["C", "C", "C", "N", "N", "N", "O", "H", "H", "H", "H", "H", "H", "H", "H", "H", "H", "H", "H"], "xyz": [[1.396, -0.015, 1.458], [-0.057, 0.493, 1.430], [-1.202, -0.147, 0.739], [-0.799, -1.150, -0.244], [0.322, -0.134, -2.365], [-0.717, 1.205, 0.372], [0.597, 1.197, -1.944], [1.310, -1.018, 1.963], [1.999, 0.132, 0.596], [1.897, 0.608, 2.184], [-0.255, 0.784, 2.581], [-2.243, -0.458, 1.200], [-0.319, -1.983, 0.251], [-1.681, -1.450, -0.526], [1.266, -0.472, -2.514], [-0.166, -0.713, -1.389], [-0.235, -0.173, -3.333], [-1.212, 2.061, 0.523], [0.098, 1.232, -0.983]], "nbo_charge": [-0.655, -0.059, 0.057, -0.801, -0.480, -0.629, -0.576, 0.233, 0.234, 0.249, 0.230, 0.242, 0.421, 0.400, 0.403, 0.420, 0.410, 0.424, 0.478], "total_charge": 1, "relative_energy_kj_mol": 513.7, "homo_lumo_gap_ev": 11.4630, "lumo_ha": -0.1107}


{"formula": "C3H12N3O", "method": "ωB97M-V/def2-TZVPD", "elements": ["C", "C", "C", "N", "N", "N", "O", "H", "H", "H", "H", "H", "H", "H", "H", "H", "H", "H", "H"], "xyz": [[1.886, -0.454, -0.114], [-0.433, 0.338, 2.381], [-0.836, 0.115, -1.704], [-0.821, -0.971, -2.395], [0.507, -0.488, 0.317], [0.116, 0.695, 1.080], [-1.850, 0.839, -1.234], [2.140, -1.393, -0.579], [2.058, 0.337, -0.730], [2.661, -0.253, 0.820], [-1.245, -0.387, 2.322], [0.247, -0.257, 2.893], [-0.649, 1.165, 2.985], [-0.003, 0.729, -1.628], [0.142, -1.436, -2.439], [-1.579, -1.592, -2.453], [-0.642, 1.273, 0.555], [1.048, 1.281, 1.145], [-2.748, 0.460, -1.222]], "nbo_charge": [-0.454, -0.423, 0.567, -0.723, -0.584, -0.400, -0.639, 0.229, 0.150, 0.171, 0.236, 0.234, 0.220, 0.197, 0.454, 0.423, 0.402, 0.418, 0.522], "total_charge": 1, "relative_energy_kj_mol": 563.6, "homo_lumo_gap_ev": 8.0782, "lumo_ha": -0.1216}


{"formula": "C3H12N3O", "method": "ωB97M-V/def2-TZVPD", "elements": ["O", "C", "C", "N", "H", "H", "H", "H", "H", "H", "N", "C", "N", "H", "H", "H", "H", "H", "H"], "xyz": [[3.050, -1.573, 0.605], [2.148, -1.792, 1.415], [0.710, -1.899, 0.893], [0.602, -1.332, -0.461], [2.260, -2.129, 2.423], [0.538, -2.982, 0.975], [0.127, -1.376, 1.689], [0.028, -1.963, -0.982], [0.207, -0.367, -0.343], [1.513, -1.312, -0.914], [-2.102, 2.635, -1.010], [-1.623, 1.329, -0.548], [-0.249, 1.248, -0.265], [-1.896, 3.339, -0.304], [-1.511, 2.908, -1.777], [-2.218, 1.122, 0.384], [-1.887, 0.621, -1.294], [0.230, 1.740, -1.013], [0.073, 1.783, 0.526]], "nbo_charge": [-0.497, 0.424, -0.355, -0.709, 0.165, 0.262, 0.250, 0.433, 0.462, 0.453, -0.797, -0.075, -0.858, 0.355, 0.343, 0.197, 0.182, 0.377, 0.389], "total_charge": 1, "relative_energy_kj_mol": 248.1, "homo_lumo_gap_ev": 9.8010, "lumo_ha": -0.1283}


{"formula": "C3H12N3O", "method": "ωB97M-V/def2-TZVPD", "elements": ["C", "C", "C", "N", "N", "N", "O", "H", "H", "H", "H", "H", "H", "H", "H", "H", "H", "H", "H"], "xyz": [[-1.585, 0.560, 0.706], [-0.768, 1.278, -0.312], [1.822, -0.306, -0.603], [-0.922, -0.749, 0.995], [-1.165, 1.353, -1.608], [1.629, -0.473, 0.905], [1.070, -1.129, -1.366], [-2.533, 0.128, 0.363], [-1.743, 1.320, 1.456], [0.338, 1.180, -0.074], [2.735, -0.130, -1.094], [-1.165, -0.946, 1.966], [-1.139, -1.567, 0.453], [-2.138, 1.373, -1.717], [-0.588, 1.700, -2.390], [2.282, -1.267, 1.201], [1.920, 0.304, 1.488], [0.460, -0.645, 0.867], [1.490, -1.984, -1.236]], "nbo_charge": [-0.307, -0.074, 0.315, -0.804, -0.778, -0.840, -0.688, 0.215, 0.248, 0.139, 0.178, 0.397, 0.408, 0.390, 0.413, 0.426, 0.434, 0.439, 0.489], "s2": 2.007, "total_charge": 1, "multiplicity": 3, "relative_energy_kj_mol": 0.0, "homo_lumo_gap_ev": [6.6315, 10.1449], "lumo_ha": [-0.1157, -0.1548]}